# 1
ORCA calculation (ωB97M-V/def2-TZVPD) on the ion C4H5O2 with charge +1.

Results
**Kohn-Sham gap**: 10.488 eV
**Total charge**: +1

```
11
C4H5O2 | the Open Molecules 2025 dataset | ωB97M-V/def2-TZVPD
C 0.375 -1.042 -0.051
C 2.548 0.188 0.005
C -0.861 -0.528 -0.068
C -1.352 0.829 0.037
O 3.641 0.366 -0.210
O 1.479 -0.185 0.297
H 0.501 -2.034 0.020
H -2.411 0.892 0.633
H -1.760 -1.114 -0.246
H -0.591 1.451 0.463
H -1.567 1.177 -0.879
```

***

# 2
ORCA calculation (ωB97M-V/def2-TZVPD) on an isolated molecule of C6H11N2P.

Results
**Kohn-Sham gap**: 7.910 eV
**SMILES**: CN1C#P(C)N(C)C=C1

```
20
C6H11N2P | the Open Molecules 2025 dataset | ωB97M-V/def2-TZVPD
C -0.490 3.139 0.025
N -0.354 1.707 -0.384
C -1.369 0.961 -0.665
P -1.158 -0.782 -0.829
C -1.760 -1.815 0.865
N 0.510 -1.003 -0.336
C 1.115 -2.221 -0.760
C 1.296 -0.017 0.173
C 0.966 1.264 0.080
H 0.363 3.617 -0.413
H -1.448 3.547 -0.286
H -0.416 3.071 1.110
H -2.214 -2.738 0.486
H -0.802 -2.039 1.283
H -2.513 -1.185 1.336
H 1.251 -3.032 -0.065
H 0.776 -2.410 -1.744
H 2.233 -1.926 -0.920
H 2.313 -0.247 0.738
H 1.700 2.109 0.306
```

***

# 3
ORCA calculation (ωB97M-V/def2-TZVPD) on an isolated molecule of C2H2.

Results
**Kohn-Sham gap**: 12.224 eV
**SMILES**: C#C

```
4
C2H2 | the Open Molecules 2025 dataset | ωB97M-V/def2-TZVPD
C 0.585 -0.002 -0.005
C -0.589 -0.037 0.003
H 1.664 0.081 0.013
H -1.639 0.158 -0.003
```

***

# 4
ORCA calculation (ωB97M-V/def2-TZVPD) on a structure of composition C15H31NO3P2Ru.

Results
**Kohn-Sham gap (spin up / spin down)**: 6.664 / 5.893 eV
**Total charge**: +2
**Multiplicity**: 5

```
53
C15H31NO3P2Ru | the Open Molecules 2025 dataset | ωB97M-V/def2-TZVPD
P -0.360 -1.988 -4.463
P -0.107 1.574 -5.226
C -0.634 -0.939 -6.228
C 0.209 0.294 -6.517
H -1.694 -0.645 -6.204
H -0.514 -1.665 -7.042
H 1.295 0.105 -6.488
H -0.044 0.820 -7.447
C -1.408 2.678 -5.986
H -1.692 3.519 -5.342
H -2.328 2.179 -6.306
H -0.980 3.147 -6.888
C 1.225 2.776 -5.736
H 0.950 3.237 -6.697
H 2.208 2.318 -5.865
H 1.327 3.630 -5.066
C -1.472 -3.235 -5.128
H -1.501 -4.077 -4.434
H -1.054 -3.529 -6.097
H -2.468 -2.808 -5.284
C 1.295 -2.521 -4.984
H 1.993 -1.709 -5.201
H 1.092 -3.095 -5.890
H 1.664 -3.164 -4.189
Ru -0.727 -2.504 -1.869
C 0.495 2.727 -2.843
C -0.811 2.484 -2.513
C -1.907 1.577 -2.959
C -1.466 0.159 -3.209
C -0.167 0.427 -4.002
C 1.055 0.030 -3.480
C 2.203 0.918 -3.343
C 1.720 2.002 -2.377
C 0.606 -3.417 -0.604
H 0.758 3.779 -3.044
H -1.176 3.225 -1.793
H -2.362 1.898 -3.893
H -2.727 1.630 -2.258
H -1.239 -0.516 -2.271
H -2.277 -0.368 -3.759
H -1.204 -3.934 -2.420
H 0.980 -0.844 -2.776
H 2.588 1.331 -4.324
H 3.101 0.407 -2.962
H 1.396 1.542 -1.435
H 2.533 2.672 -2.039
H 1.490 -2.849 -0.267
H 1.004 -4.296 -1.137
H 0.150 -3.832 0.324
O -0.887 0.909 0.759
N -0.171 -0.019 0.466
O -1.036 -1.400 -0.523
O 0.976 -0.329 0.645
```

***

# 5
ORCA calculation (ωB97M-V/def2-TZVPD) on a structure of composition C22H32B2ClF3KN2O5.

Results
**Kohn-Sham gap**: 6.787 eV
**Total charge**: +1

```
68
C22H32B2ClF3KN2O5 | the Open Molecules 2025 dataset | ωB97M-V/def2-TZVPD
C 5.074 -0.447 2.609
C 5.430 -0.413 1.100
O 4.367 0.187 0.431
C 4.727 1.363 -0.251
C 3.534 2.279 -0.412
O 2.851 2.423 0.803
C 1.640 3.119 0.653
C 0.519 2.323 -0.032
N 0.617 1.027 -0.046
C -0.404 0.382 -0.695
C -0.368 -1.014 -0.799
B 0.842 -1.758 -0.130
O 1.725 -2.488 -0.850
O 0.981 -1.639 1.262
C -0.103 -2.218 1.981
C -0.620 -1.296 3.061
C -1.330 -1.708 -1.444
B -1.298 -3.275 -1.640
C -1.137 -4.358 -0.494
O -1.384 -3.727 -2.932
C -2.423 -0.964 -1.975
C -3.594 -1.611 -2.678
C -4.669 -2.036 -1.653
C -4.532 -3.482 -1.221
Cl -6.012 -4.159 -0.514
C -2.453 0.349 -1.867
C -1.449 1.072 -1.244
N -1.549 2.416 -1.220
C -0.563 2.995 -0.635
C -0.616 4.502 -0.623
C -1.953 5.038 -0.136
C -2.050 5.093 1.359
F -3.281 5.468 1.707
F -1.859 3.879 1.895
F -1.209 5.955 1.897
H 5.198 -1.440 3.035
H 5.681 0.243 3.180
H 4.037 -0.162 2.724
H 5.604 -1.447 0.753
H 6.374 0.105 0.968
H 5.054 1.081 -1.253
H 5.561 1.891 0.208
H 3.868 3.246 -0.794
H 2.911 1.855 -1.200
H 1.303 3.408 1.644
H 1.840 4.034 0.094
H 2.580 -2.505 -0.410
H -0.946 -2.488 1.357
H 0.226 -3.130 2.485
H -1.533 -1.738 3.454
H 0.059 -1.211 3.901
H -0.910 -0.336 2.656
H -1.769 -4.191 0.368
H -1.311 -5.335 -0.931
H -0.086 -4.362 -0.202
H -2.083 -4.384 -3.005
H -4.057 -0.823 -3.255
H -3.288 -2.426 -3.315
H -4.589 -1.404 -0.775
H -5.660 -1.903 -2.073
H -3.768 -3.553 -0.456
H -4.185 -4.115 -2.028
H -3.288 0.883 -2.288
H -0.516 4.797 -1.663
H 0.197 4.953 -0.072
H -2.810 4.555 -0.581
H -2.008 6.077 -0.452
K 4.861 -3.450 2.657
```

***

# 6
ORCA calculation (ωB97M-V/def2-TZVPD) on a structure of composition C3HFO2Rb.

Results
**Kohn-Sham gap (spin up / spin down)**: 5.594 / 5.849 eV
**Multiplicity**: 2

```
8
C3HFO2Rb | the Open Molecules 2025 dataset | ωB97M-V/def2-TZVPD
C 0.037 -2.319 -0.165
C 1.191 0.788 0.505
O 1.141 -2.161 -0.442
O -0.432 2.262 -0.188
C 0.807 2.039 -0.016
F 2.517 0.748 0.811
H 1.539 2.850 -0.200
Rb -2.319 0.380 1.342
```